w) 16
Properties=species:S:1:pos:R:3:mulliken_charge:R:1 method="wB97M-V/def2-TZVPD" lumo_ev=0.515 charge=0 mol_weight_g_mol=148.26
N 1.25 0.14 -2.14 -0.72
N 0.23 -0.15 -1.20 0.27
C -1.03 0.15 -1.59 -0.10
S -2.43 -0.18 -0.81 -0.31
C 0.60 -0.91 -0.07 -0.55
C 0.49 -0.52 1.19 -0.12
C -0.06 0.77 1.69 -0.64
S -1.45 0.52 2.85 -0.20
H 2.00 0.62 -1.65 0.27
H 1.62 -0.73 -2.48 0.26
H -1.02 0.68 -2.55 0.32
H 1.01 -1.87 -0.32 0.43
H 0.82 -1.22 1.95 0.32
H -0.41 1.44 0.89 0.31
H 0.68 1.29 2.30 0.35
H -2.29 -0.05 1.94 0.10


x) 16
Properties=species:S:1:pos:R:3:mulliken_charge:R:1 method="wB97M-V/def2-TZVPD" lumo_ev="-0.682 / -0.626" charge=0 mol_weight_g_mol=148.26
C 2.27 0.38 2.27 0.53
C -0.98 0.60 1.52 -0.33
C -0.10 -1.76 0.30 -1.13
C 0.95 0.53 -1.11 -1.00
N 2.97 0.97 2.95 -0.51
N 1.58 -0.38 1.50 -0.60
S -2.09 1.23 0.36 -0.14
S 0.36 -0.03 0.60 0.74
H 0.29 2.25 1.60 0.11
H 0.25 -2.26 1.08 0.43
H -1.17 -1.89 0.15 0.32
H 0.44 -2.21 -0.59 0.34
H 1.60 -0.28 -1.37 0.41
H 0.20 0.45 -1.94 0.37
H 1.27 1.59 -1.15 0.29
H -3.26 1.23 1.17 0.17


Among the structures above, stability is smallest for x).